DFT (wB97M-V/def2-TZVPD) results for one molecule with the formula C7H10N2O3 in a non-equilibrium geometry.

LUMO energy (alpha / beta) = -0.38 / -0.38 eV
max |F| = 4.6 eV/Å
SMILES string = C[C@H]1C=CC=[N+]([O-])[C@@]1(C)[N+](=O)[O-]
total charge = 0
ΔE to the lowest compared entry with this formula, charge and spin = 687.3 kJ/mol

CARTESIAN COORDINATES (ANGSTROEM)
C1 -1.69 0.45 1.24
C2 -0.96 0.49 -0.09
C3 -0.18 1.79 -0.02
C4 1.15 1.77 0.26
C5 1.93 0.59 0.69
N1 1.38 -0.57 0.41
O1 2.08 -1.67 0.55
C6 0.09 -0.66 -0.38
C7 0.35 -0.74 -1.90
N2 -0.41 -2.01 0.19
O2 -0.95 -2.77 -0.58
O3 -0.30 -2.16 1.39
H1 -1.70 -0.56 1.63
H2 -2.77 0.78 1.18
H3 -1.21 1.11 1.97
H4 -1.71 0.30 -0.86
H5 -0.63 2.59 -0.53
H6 1.69 2.69 0.42
H7 2.86 0.79 1.12
H8 1.29 -1.06 -2.13
H9 0.22 0.21 -2.29
H10 -0.52 -1.36 -2.26

DFT (wB97M-V/def2-TZVPD) results for one molecule with the formula C7H10N2OS in a non-equilibrium geometry.

LUMO energy = 0.70 eV
max |F| = 3.2 eV/Å
total charge = 0
ΔE to the lowest compared entry with this formula, charge and spin = 214.9 kJ/mol

CARTESIAN COORDINATES (ANGSTROEM)
C1 -1.67 1.43 -0.25
C2 -0.34 1.12 0.12
C3 -0.35 -0.28 0.24
C4 0.88 1.97 0.17
C5 0.74 -1.21 0.61
C6 2.06 1.26 -0.48
C7 -2.10 -2.07 -0.10
N1 -2.48 0.29 -0.28
N2 -1.61 -0.70 -0.05
O1 3.23 -1.07 -0.43
S1 2.46 -0.31 0.54
H1 -1.96 2.54 -0.42
H2 0.48 2.84 -0.19
H3 1.08 2.15 1.26
H4 0.63 -1.67 1.58
H5 0.90 -1.87 -0.24
H6 1.94 0.97 -1.50
H7 3.01 1.79 -0.48
H8 -1.34 -2.81 -0.27
H9 -2.54 -2.34 0.91
H10 -3.03 -2.05 -0.75

DFT (wB97M-V/def2-TZVPD) results for one molecule with the formula C7H10N2OS in a non-equilibrium geometry.

LUMO energy = 0.31 eV
max |F| = 5.1 eV/Å
total charge = 0
ΔE to the lowest compared entry with this formula, charge and spin = 742.4 kJ/mol

CARTESIAN COORDINATES (ANGSTROEM)
C1 0.28 0.29 -1.48
C2 0.42 -1.10 1.53
C3 0.03 0.07 -2.65
C4 -0.65 -0.41 2.24
C5 -0.33 1.07 2.17
C6 -0.33 1.59 0.72
C7 -0.62 -0.29 -3.90
N1 0.98 -2.13 1.41
N2 1.50 -3.02 0.79
O1 1.86 2.23 -0.49
S1 1.21 0.93 -0.10
H1 -1.57 -0.73 1.91
H2 -0.56 -0.64 3.43
H3 -1.02 1.86 2.63
H4 0.72 1.36 2.42
H5 -1.21 0.96 0.24
H6 -0.53 2.65 0.49
H7 -1.05 0.58 -4.18
H8 0.08 -0.67 -4.71
H9 -1.39 -0.95 -3.82
H10 2.18 -3.65 1.36

DFT (wB97M-V/def2-TZVPD) results for one molecule with the formula C7H10N2S in a non-equilibrium geometry.

LUMO energy = 0.76 eV
max |F| = 1.7 eV/Å
SMILES string = CCC=C=N[C@@H]1CSC=N1
total charge = 0
ΔE to the lowest compared entry with this formula, charge and spin = 135.1 kJ/mol

CARTESIAN COORDINATES (ANGSTROEM)
C1 2.75 -0.26 -0.46
C2 1.33 -0.78 -0.31
C3 0.32 0.33 -0.16
C4 -0.70 0.55 -0.94
N1 -1.84 0.58 -1.37
C5 -2.86 -0.05 -0.50
C6 -3.25 1.00 0.56
S1 -2.08 0.71 1.93
C7 -1.62 -0.82 1.17
N2 -2.25 -1.16 0.13
H1 3.02 0.36 0.40
H2 3.45 -1.09 -0.52
H3 2.85 0.35 -1.36
H4 1.05 -1.41 -1.15
H5 1.28 -1.39 0.59
H6 0.61 1.12 0.53
H7 -3.69 -0.34 -1.14
H8 -3.14 2.01 0.20
H9 -4.27 0.84 0.93
H10 -0.99 -1.50 1.72

DFT (wB97M-V/def2-TZVPD) results for a 2-piece molecular cluster, C7H10N2S overall in a non-equilibrium geometry.

LUMO energy = 0.73 eV
max |F| = 5.4 eV/Å
SMILES string = CC(C)C#N.c1cscn1
total charge = 0
ΔE to the lowest compared entry with this formula, charge and spin = 107.5 kJ/mol

CARTESIAN COORDINATES (ANGSTROEM)
C1 -0.50 -3.62 0.06
C2 0.37 -2.52 -0.54
C3 -0.12 -1.82 -1.77
C4 0.54 -1.42 0.46
N1 0.64 -0.68 1.31
H1 -1.56 -3.28 0.28
H2 -0.48 -4.51 -0.63
H3 -0.13 -3.88 1.11
H4 1.36 -2.86 -0.86
H5 -0.23 -2.40 -2.60
H6 0.36 -0.74 -2.06
H7 -1.15 -1.40 -1.55
C5 0.15 4.43 0.37
C6 -1.01 3.97 0.96
S1 -0.65 2.52 1.70
C7 1.01 2.66 1.18
N2 1.19 3.68 0.52
H8 0.31 5.35 -0.19
H9 -1.86 4.63 0.84
H10 1.76 1.88 1.41

DFT (wB97M-V/def2-TZVPD) results for C7H10N3 as an isolated structure in a non-equilibrium geometry.

LUMO energy (alpha / beta) = -4.92 / -5.74 eV
max |F| = 6.2 eV/Å
total charge = +1
ΔE to the lowest compared entry with this formula, charge and spin = 529.1 kJ/mol

CARTESIAN COORDINATES (ANGSTROEM)
C1 2.51 -0.59 -0.16
C2 -1.62 -0.04 0.10
C3 0.37 -1.28 0.16
C4 2.14 0.84 -0.37
C5 0.69 1.06 -0.01
C6 -0.28 -0.05 -0.41
C7 -2.88 0.79 -0.07
N1 1.69 -1.49 0.22
N2 -1.74 -1.69 0.95
N3 -0.49 -2.08 0.77
H1 3.41 -0.97 -0.35
H2 2.82 1.40 0.36
H3 2.49 1.18 -1.34
H4 0.70 1.17 1.15
H5 0.33 2.05 -0.43
H6 -0.37 -0.28 -1.54
H7 -3.78 0.14 0.03
H8 -2.66 1.35 -0.99
H9 -3.07 1.50 0.75
H10 -0.27 -3.04 1.21

DFT (wB97M-V/def2-TZVPD) results for a 2-piece molecular cluster, C7H10N3S overall in a non-equilibrium geometry.

LUMO energy = -5.14 eV
max |F| = 3.9 eV/Å
total charge = +1
ΔE to the lowest compared entry with this formula, charge and spin = 220.9 kJ/mol

CARTESIAN COORDINATES (ANGSTROEM)
C1 -1.05 -1.13 3.36
C2 0.01 -0.36 3.13
C3 -1.27 -2.01 2.30
C4 0.65 -0.65 1.88
C5 1.85 -0.21 1.32
C6 -0.64 0.43 -4.05
C7 -1.55 1.58 -3.67
N1 1.11 -0.11 -2.56
N2 0.21 0.07 -3.20
N3 2.56 0.85 1.67
S1 -0.14 -1.94 1.06
H1 -1.93 -1.03 3.95
H2 0.37 0.35 3.80
H3 -1.94 -2.87 2.08
H4 2.24 -0.68 0.51
H5 -1.00 -0.24 -4.86
H6 -2.62 1.28 -3.60
H7 -1.42 2.46 -4.36
H8 -1.22 1.87 -2.60
H9 2.28 1.45 2.47
H10 3.51 0.88 1.36

DFT (wB97M-V/def2-TZVPD) results for one molecule with the formula C7H10N4 in a non-equilibrium geometry.

LUMO energy = 0.73 eV
max |F| = 4.8 eV/Å
SMILES string = [H]/N=N/[C@@H]1CN(C)c2cc[nH]c21
total charge = 0
ΔE to the lowest compared entry with this formula, charge and spin = 440.9 kJ/mol

CARTESIAN COORDINATES (ANGSTROEM)
H1 -4.04 -0.72 -0.40
N1 -3.06 -0.92 -0.34
N2 -2.68 0.12 0.27
C1 -1.35 0.22 0.53
C2 -0.49 1.59 -0.33
N3 0.92 1.29 -0.28
C3 1.75 1.73 0.79
C4 0.86 -0.12 -0.34
C5 1.76 -1.15 -0.61
C6 1.05 -2.32 -0.51
N4 -0.23 -2.06 -0.07
C7 -0.31 -0.72 0.08
H2 -1.28 0.58 1.49
H3 -0.77 1.41 -1.27
H4 -0.87 2.53 0.15
H5 1.77 2.95 0.74
H6 1.52 1.19 1.68
H7 2.68 1.52 0.38
H8 2.57 -1.08 -1.30
H9 1.28 -3.37 -0.67
H10 -1.10 -2.67 0.02

DFT (wB97M-V/def2-TZVPD) results for one molecule with the formula C7H10N4 in a non-equilibrium geometry.

LUMO energy = 0.04 eV
max |F| = 5.4 eV/Å
SMILES string = C=C1C=CN=C[C@H]1C/N=N\N
total charge = 0
ΔE to the lowest compared entry with this formula, charge and spin = 491.4 kJ/mol

CARTESIAN COORDINATES (ANGSTROEM)
C1 0.68 -0.18 -1.95
C2 0.66 0.03 -0.61
C3 0.93 1.45 -0.26
C4 1.52 1.75 0.92
N1 1.76 0.78 1.91
C5 1.52 -0.43 1.64
C6 0.59 -0.93 0.52
C7 -0.94 -0.97 1.03
N2 -1.61 -1.65 -0.03
N3 -2.23 -1.06 -0.90
N4 -2.64 0.23 -0.96
H1 0.80 0.53 -2.67
H2 0.57 -1.05 -2.38
H3 0.89 2.20 -1.09
H4 1.87 2.71 1.36
H5 1.81 -1.21 2.37
H6 0.95 -2.01 0.34
H7 -0.84 -1.47 1.94
H8 -1.37 -0.05 1.20
H9 -2.88 0.52 -1.90
H10 -2.04 0.84 -0.48

DFT (wB97M-V/def2-TZVPD) results for one molecule with the formula C7H10N4O3 in a non-equilibrium geometry.

LUMO energy (alpha / beta) = 0.12 / 0.12 eV
max |F| = 6.7 eV/Å
total charge = 0
ΔE to the lowest compared entry with this formula, charge and spin = 686.0 kJ/mol

CARTESIAN COORDINATES (ANGSTROEM)
C1 1.76 1.23 4.19
C2 0.95 1.12 3.00
C3 0.79 2.33 0.86
C4 -0.27 0.19 1.04
C5 0.08 0.81 -1.81
C6 0.04 -2.61 1.79
C7 -0.80 1.72 -0.88
N1 2.14 1.35 5.27
N2 1.32 2.18 2.06
N3 -0.33 1.43 0.45
N4 -0.92 -0.87 0.47
O1 0.32 0.10 2.23
O2 1.13 3.19 0.10
O3 -1.13 -1.98 1.34
H1 -0.07 -0.21 -1.92
H2 -0.10 1.18 -2.76
H3 1.20 0.95 -1.64
H4 0.70 -2.14 2.47
H5 0.58 -2.95 0.89
H6 -0.23 -3.50 2.14
H7 -0.76 2.71 -1.12
H8 -1.97 1.41 -0.99
H9 2.13 2.78 2.02
H10 -1.83 -0.77 0.05

DFT (wB97M-V/def2-TZVPD) results for an isolated ion of composition C7H10N5 and charge +1 in a non-equilibrium geometry.

LUMO energy (alpha / beta) = -5.55 / -5.04 eV
max |F| = 5.2 eV/Å
total charge = +1
ΔE to the lowest compared entry with this formula, charge and spin = 420.4 kJ/mol

CARTESIAN COORDINATES (ANGSTROEM)
C1 -4.04 0.78 0.54
C2 -1.29 1.48 -0.70
C3 1.19 0.12 0.00
C4 -2.95 -0.12 0.62
C5 -2.44 -0.81 -0.67
C6 -1.14 0.14 -0.57
C7 2.83 1.90 0.18
N1 -4.95 1.46 0.62
N2 -1.31 2.63 -0.85
N3 -2.04 -2.18 -0.44
N4 0.05 -0.46 -0.12
N5 1.53 1.38 -0.28
H1 1.92 -0.61 0.37
H2 -2.60 -0.43 1.54
H3 -2.87 -0.55 -1.61
H4 2.70 2.96 0.38
H5 3.64 1.63 -0.50
H6 3.14 1.19 1.07
H7 -1.94 -2.77 -1.32
H8 -2.70 -2.64 0.02
H9 -0.08 -1.39 0.19
H10 0.80 1.90 -0.75

DFT (wB97M-V/def2-TZVPD) results for C7H10NO as an isolated structure in a non-equilibrium geometry.

LUMO energy = -5.32 eV
max |F| = 4.5 eV/Å
total charge = +1
ΔE to the lowest compared entry with this formula, charge and spin = 430.0 kJ/mol

CARTESIAN COORDINATES (ANGSTROEM)
C1 2.55 -0.62 0.10
C2 1.69 -1.63 0.08
C3 1.87 0.53 -0.66
C4 -1.64 -0.34 -0.65
C5 -0.36 -0.23 -0.35
C6 -2.49 -1.56 -0.46
C7 0.63 1.19 1.34
N1 0.56 0.68 0.02
O1 0.55 -1.87 -0.13
H1 3.56 -0.30 0.54
H2 2.55 1.41 -0.46
H3 1.68 0.40 -1.74
H4 -1.94 0.54 -1.24
H5 -2.93 -1.87 -1.47
H6 -3.32 -1.27 0.11
H7 -1.95 -2.30 -0.02
H8 0.61 2.33 1.18
H9 1.63 1.01 1.69
H10 -0.16 0.76 2.04